Here is a single CH2O3S molecule in a non-equilibrium geometry from the Open Molecules 2025 dataset. Energies are from wB97M-V/def2-TZVPD.

Geometry (Å):
C (1.369, 1.125, -0.412)
O (-2.130, 0.175, 0.425)
O (0.368, 0.730, 0.356)
O (-0.440, -1.458, -0.570)
S (-1.051, 0.114, -0.505)
H (2.132, 1.153, 0.400)
H (-0.249, -1.839, 0.306)

For the orbital gap, the calculation gives 9.50 eV. The energy above the lowest of the compared OMol25 structures with the same formula, charge and spin comes out at 63.3 kcal per mole. As for the charge: 0. The value obtained for the total energy is -18043.108 eV.

Here is a single C14H30O2 molecule from the Open Molecules 2025 dataset. Energies are from wB97M-V/def2-TZVPD.

Geometry (Å):
C (-2.455, -0.764, -1.332)
C (-3.286, -0.192, -0.180)
C (-3.870, 1.161, -0.592)
C (-4.484, -1.133, 0.096)
O (-4.120, -2.431, 0.492)
C (-2.473, -0.103, 1.128)
C (-1.002, 0.313, 1.048)
C (-0.765, 1.776, 0.680)
C (0.678, 2.240, 0.901)
C (1.699, 1.570, -0.030)
C (2.410, 0.386, 0.628)
C (3.243, -0.494, -0.326)
C (2.331, -1.336, -1.220)
C (4.184, 0.354, -1.182)
C (4.111, -1.453, 0.520)
O (3.379, -2.312, 1.358)
H (-3.098, -0.995, -2.181)
H (-1.934, -1.672, -1.032)
H (-1.713, -0.043, -1.664)
H (-4.498, 1.046, -1.474)
H (-4.481, 1.573, 0.207)
H (-3.086, 1.874, -0.826)
H (-5.126, -1.172, -0.797)
H (-5.076, -0.735, 0.923)
H (-3.610, -2.833, -0.219)
H (-2.500, -1.098, 1.582)
H (-2.994, 0.575, 1.808)
H (-0.574, 0.143, 2.040)
H (-0.476, -0.334, 0.347)
H (-1.425, 2.402, 1.285)
H (-1.017, 1.944, -0.369)
H (0.704, 3.320, 0.734)
H (0.961, 2.068, 1.942)
H (2.448, 2.306, -0.325)
H (1.188, 1.244, -0.937)
H (3.070, 0.780, 1.408)
H (1.662, -0.245, 1.110)
H (2.925, -1.899, -1.936)
H (1.768, -2.044, -0.616)
H (1.634, -0.712, -1.773)
H (3.624, 0.949, -1.898)
H (4.774, 1.023, -0.559)
H (4.868, -0.287, -1.736)
H (4.831, -0.865, 1.110)
H (4.674, -2.114, -0.143)
H (2.897, -1.779, 1.999)

For the orbital gap, the calculation gives 10.73 eV. The energy above the lowest of the compared OMol25 structures with the same formula, charge and spin comes out at 3.3 kcal per mole. As for the charge: 0. As for the SMILES: CC(C)(CO)CCCCCCC(C)(C)CO. The value obtained for the total energy is -19100.017 eV.

Here is a single C3H6N4 molecule in a non-equilibrium geometry from the Open Molecules 2025 dataset. Energies are from wB97M-V/def2-TZVPD.

Geometry (Å):
C (-1.760, -1.015, 0.919)
N (-0.570, -1.264, 0.017)
C (0.256, -0.218, -0.065)
N (1.462, -0.297, -0.737)
C (1.843, 1.077, -0.987)
N (1.094, 1.939, -0.451)
N (0.184, 1.126, 0.287)
H (-2.484, -0.369, 0.436)
H (-1.573, -0.768, 1.940)
H (-2.232, -1.999, 0.860)
H (1.816, -1.127, -1.116)
H (2.738, 1.354, -1.494)
H (-0.773, 1.561, 0.391)

For the orbital gap, the calculation gives 9.16 eV. The energy above the lowest of the compared OMol25 structures with the same formula, charge and spin comes out at 36.1 kcal per mole. As for the charge: 0. As for the SMILES: C/N=c1/[nH]cn[nH]1. The value obtained for the total energy is -9167.291 eV.

no.,highest occupied orbital energy (eV)
1,-9.4
2,-10.0
3,-8.2